w | {
  "formula": "CH2N2O2",
  "method": "ωB97M-V/def2-TZVPD",
  "multiplicity": 1,
  "e_homo_ev": -10.831,
  "orbital_gap_ev": 11.61,
  "smiles": "O=CO.N#N",
  "symbols": ["O", "C", "O", "H", "H", "N", "N"],
  "xyz": [[1.1135, -1.1971, 1.4480], [0.8370, -0.7985, 0.3228], [-0.3657, -0.5903, -0.1502], [1.6730, -0.3477, -0.2445], [-1.0350, -0.6590, 0.6239], [-1.6572, 1.8165, -1.0633], [-0.5656, 1.7761, -0.9368]]
}



x | {
  "formula": "CH2N2O2",
  "method": "ωB97M-V/def2-TZVPD",
  "multiplicity": 1,
  "e_homo_ev": [-9.252, -8.892],
  "orbital_gap_ev": [7.86, 7.00],
  "symbols": ["C", "N", "N", "O", "O", "H", "H"],
  "xyz": [[-0.4070, 0.8974, -0.0391], [-2.9292, -0.8348, -0.3485], [-0.7646, -0.2984, 0.1491], [-1.0297, 1.9086, -0.1217], [-3.6243, -0.1630, 0.2496], [0.7722, 1.0674, 0.1189], [-0.0788, -1.0968, 0.4595]]
}



y | {
  "formula": "CH2N2O2",
  "method": "ωB97M-V/def2-TZVPD",
  "multiplicity": 1,
  "e_homo_ev": -9.470,
  "orbital_gap_ev": 10.22,
  "smiles": "O=c1[nH]o[nH]1",
  "symbols": ["O", "C", "N", "O", "N", "H", "H"],
  "xyz": [[0.0572, -1.6863, 1.4427], [-0.0061, -0.8464, 0.6172], [0.1257, -0.7254, -0.7395], [-0.0836, 0.6907, -0.6174], [-0.0074, 0.5416, 0.7666], [0.3608, -1.1948, -1.6943], [-0.8353, 0.9625, 1.2143]]
}



z | {
  "formula": "CH2N2O2",
  "method": "ωB97M-V/def2-TZVPD",
  "multiplicity": 1,
  "e_homo_ev": [-9.417, -9.401],
  "orbital_gap_ev": [8.71, 8.69],
  "symbols": ["C", "N", "N", "O", "O", "H", "H"],
  "xyz": [[1.0179, -0.8905, 1.0154], [-1.2002, 1.3300, -1.1914], [0.1495, 0.6453, 0.4567], [1.7125, -0.8076, 1.9415], [-0.4940, 0.4211, -0.5386], [0.4319, -1.5903, 0.3846], [-1.6175, 0.8921, -2.0681]]
}



It is w that is the most stable of them.



w | {
  "formula": "CH2N2O2",
  "method": "ωB97M-V/def2-TZVPD",
  "multiplicity": 1,
  "e_homo_ev": -10.946,
  "orbital_gap_ev": 10.21,
  "symbols": ["C", "N", "N", "O", "O", "H", "H"],
  "xyz": [[-0.7527, -0.6372, -1.3130], [-1.9097, -0.0377, -0.8677], [-0.8251, 0.1563, -0.1677], [-0.1010, -1.3529, -1.9568], [-0.5140, 0.6080, 0.9152], [2.0405, 0.8595, 2.0231], [2.0620, 0.4041, 1.3669]]
}



x | {
  "formula": "CH2N2O2",
  "method": "ωB97M-V/def2-TZVPD",
  "multiplicity": 1,
  "e_homo_ev": -10.666,
  "orbital_gap_ev": 10.56,
  "smiles": "C=N[N+](=O)[O-]",
  "symbols": ["C", "N", "N", "O", "O", "H", "H"],
  "xyz": [[-0.9692, -0.6324, 0.1389], [-0.5312, 0.5085, -0.1173], [0.9747, 0.7353, -0.1876], [1.3154, 1.6959, -0.7300], [1.5440, -0.0690, 0.4391], [-1.9831, -0.6618, 0.1943], [-0.3506, -1.5764, 0.2626]]
}



It is x that is the most stable of them.



w | {
  "formula": "C24H23CdN4STe",
  "method": "ωB97M-V/def2-TZVPD",
  "multiplicity": 1,
  "total_charge": -1,
  "e_homo_ev": -2.350,
  "orbital_gap_ev": 4.36,
  "symbols": ["Cd", "N", "C", "S", "N", "N", "C", "C", "C", "C", "C", "C", "N", "H", "H", "H", "H", "H", "H", "H", "C", "Te", "C", "H", "H", "H", "H", "H", "H", "C", "C", "C", "C", "C", "C", "C", "C", "C", "C", "C", "C", "C", "C", "C", "H", "H", "H", "H", "H", "H", "H", "H", "H", "H"],
  "xyz": [[0.8394, -0.1949, 2.4319], [1.1897, -0.7790, 6.8691], [1.0626, -0.2405, 5.6154], [2.4156, -0.4055, 4.5508], [-0.0620, 0.4219, 5.4292], [-0.2280, 0.8685, 4.1659], [-1.0155, 1.8393, 3.9616], [-1.2595, 2.3056, 2.5818], [-2.0881, 3.3871, 2.3318], [-2.3048, 3.7772, 1.0182], [-1.7019, 3.0679, -0.0033], [-0.8780, 2.0041, 0.3372], [-0.6525, 1.6496, 1.5952], [1.8676, -1.5180, 6.9413], [0.3182, -0.9219, 7.3560], [-1.5040, 2.3347, 4.7969], [-2.5570, 3.9042, 3.1606], [-2.9486, 4.6180, 0.7945], [-1.8683, 3.3186, -1.0418], [-0.3895, 1.3982, -0.4198], [4.4600, 1.1426, -1.5058], [2.7594, 0.5809, -0.3258], [3.9360, -0.8427, 0.7465], [4.7456, 0.2965, -2.1292], [5.2896, 1.4366, -0.8629], [4.1765, 1.9808, -2.1426], [4.9224, -0.4125, 0.9144], [4.0109, -1.7667, 0.1769], [3.4622, -1.0503, 1.7016], [0.3991, -1.6542, 1.0301], [-0.1136, -1.5956, -0.1010], [-0.6638, -1.4940, -1.3821], [0.2275, -1.7014, -2.5166], [0.0249, -1.1260, -3.7910], [0.9389, -1.2880, -4.8225], [2.1045, -2.0254, -4.6434], [2.3326, -2.5930, -3.3912], [1.4231, -2.4384, -2.3599], [-2.0560, -1.0800, -1.4862], [-2.8541, -1.3258, -2.6278], [-4.1754, -0.9104, -2.7044], [-4.7819, -0.2403, -1.6471], [-4.0331, -0.0315, -0.4909], [-2.7130, -0.4429, -0.4074], [-0.8476, -0.5073, -3.9579], [0.7461, -0.8154, -5.7807], [2.8188, -2.1453, -5.4495], [3.2409, -3.1626, -3.2189], [1.6167, -2.8934, -1.3950], [-2.4305, -1.8837, -3.4533], [-4.7498, -1.1310, -3.5993], [-5.8067, 0.1050, -1.7181], [-4.4923, 0.4570, 0.3630], [-2.1533, -0.2769, 0.5055]]
}



x | {
  "formula": "C24H23CdN4STe",
  "method": "ωB97M-V/def2-TZVPD",
  "multiplicity": 1,
  "total_charge": -1,
  "e_homo_ev": -2.283,
  "orbital_gap_ev": 4.38,
  "symbols": ["Cd", "N", "C", "S", "N", "N", "C", "C", "C", "C", "C", "C", "N", "H", "H", "H", "H", "H", "H", "H", "C", "Te", "C", "H", "H", "H", "H", "H", "H", "C", "C", "C", "C", "C", "C", "C", "C", "C", "C", "C", "C", "C", "C", "C", "H", "H", "H", "H", "H", "H", "H", "H", "H", "H"],
  "xyz": [[-2.1881, 1.7972, 0.5279], [-3.6892, 4.6154, 3.8118], [-2.9760, 3.8072, 2.9648], [-3.8316, 3.3865, 1.4972], [-1.8040, 3.4504, 3.3947], [-1.0944, 2.6316, 2.5489], [-0.0208, 2.1453, 3.0287], [0.8399, 1.2644, 2.2133], [1.2652, 0.0552, 2.7498], [1.9537, -0.8343, 1.9412], [2.2280, -0.4584, 0.6378], [1.7949, 0.7850, 0.2053], [1.1155, 1.6433, 0.9610], [-4.4677, 5.1131, 3.4198], [-3.1550, 5.0661, 4.5364], [0.2349, 2.3368, 4.0713], [1.0047, -0.2071, 3.7678], [2.2342, -1.8139, 2.3084], [2.7260, -1.1298, -0.0475], [1.9773, 1.0862, -0.8190], [0.5719, 3.4390, -2.2356], [-0.6067, 4.1999, -0.6374], [-2.0014, 5.1817, -1.9240], [0.8281, 4.2434, -2.9207], [0.0288, 2.6485, -2.7476], [1.4783, 3.0306, -1.7996], [-2.3029, 4.5003, -2.7166], [-1.5747, 6.0870, -2.3475], [-2.8704, 5.4274, -1.3161], [-1.4336, 0.0837, -0.2888], [-0.9065, -1.0010, -0.4992], [-0.1894, -2.1772, -0.8143], [0.2329, -2.3575, -2.1857], [0.6440, -3.5976, -2.7261], [1.0349, -3.7287, -4.0477], [1.0320, -2.6416, -4.9145], [0.6014, -1.4154, -4.4159], [0.2103, -1.2746, -3.0976], [0.1848, -3.0235, 0.2918], [1.3051, -3.8912, 0.2868], [1.6960, -4.5933, 1.4144], [0.9999, -4.4853, 2.6148], [-0.1047, -3.6367, 2.6482], [-0.4981, -2.9270, 1.5300], [0.6159, -4.4821, -2.1042], [1.3333, -4.7068, -4.4111], [1.3397, -2.7492, -5.9471], [0.5699, -0.5493, -5.0695], [-0.1344, -0.3129, -2.7373], [1.9078, -3.9742, -0.6076], [2.5731, -5.2301, 1.3565], [1.3056, -5.0432, 3.4911], [-0.6706, -3.5250, 3.5675], [-1.3480, -2.2583, 1.5913]]
}



It is x that is the most stable of them.



w | {
  "formula": "C3H6Cl2",
  "method": "ωB97M-V/def2-TZVPD",
  "multiplicity": 1,
  "e_homo_ev": -10.739,
  "orbital_gap_ev": 11.37,
  "symbols": ["C", "C", "C", "H", "H", "H", "H", "H", "H", "Cl", "Cl"],
  "xyz": [[-0.7368, 0.7200, -0.8391], [-0.4562, -0.1999, 0.3213], [0.9982, -0.2676, 0.6336], [-1.7249, 0.4069, -1.3090], [0.4899, 0.6765, -1.4565], [-0.9923, 1.8275, -0.2888], [-1.0511, 0.0755, 1.1575], [1.0630, -0.9204, 1.6211], [1.1158, 0.7627, 0.8465], [-1.0079, -1.9703, -0.2385], [2.3023, -1.1108, -0.4480]]
}



x | {
  "formula": "C3H6Cl2",
  "method": "ωB97M-V/def2-TZVPD",
  "multiplicity": 1,
  "e_homo_ev": -10.702,
  "orbital_gap_ev": 11.26,
  "symbols": ["C", "C", "C", "H", "H", "H", "H", "H", "H", "Cl", "Cl"],
  "xyz": [[-0.6396, 0.8696, -0.8208], [-0.3407, -0.2674, 0.3231], [0.9516, -0.3870, 0.7688], [-1.7492, 0.1259, -1.4762], [0.3413, 1.1205, -1.5270], [-0.9885, 2.1378, -0.1978], [-1.1323, -0.0248, 1.1167], [1.0105, -1.2026, 1.2721], [1.2766, 0.3778, 1.4434], [-0.9660, -1.7866, -0.3445], [2.2362, -0.9632, -0.5579]]
}



It is w that is the most stable of them.



w | {
  "formula": "C3H6Cl2S",
  "method": "ωB97M-V/def2-TZVPD",
  "multiplicity": 1,
  "e_homo_ev": -9.512,
  "orbital_gap_ev": 10.18,
  "smiles": "CC(Cl)(Cl)CS",
  "symbols": ["C", "C", "Cl", "Cl", "C", "S", "H", "H", "H", "H", "H", "H"],
  "xyz": [[0.5511, 0.3644, 1.3650], [0.7175, 0.2793, -0.1578], [2.1850, -0.5345, -0.6940], [0.8093, 1.9868, -0.6998], [-0.3857, -0.5691, -0.7824], [-2.0059, 0.1774, -0.4700], [0.8603, -0.6269, 1.8169], [-0.5409, 0.2559, 1.3936], [1.0101, 1.2663, 1.6954], [-0.1168, -1.5291, -0.3778], [-0.2494, -0.5539, -1.8675], [-2.8345, -0.5166, -1.2214]]
}



x | {
  "formula": "C3H6Cl2S",
  "method": "ωB97M-V/def2-TZVPD",
  "multiplicity": 1,
  "e_homo_ev": -9.473,
  "orbital_gap_ev": 10.16,
  "smiles": "SC(CCl)CCl",
  "symbols": ["S", "C", "C", "Cl", "C", "Cl", "H", "H", "H", "H", "H", "H"],
  "xyz": [[-1.1216, -1.3997, 1.0207], [-1.0328, 0.2578, 0.2288], [-0.9517, 0.2216, -1.3451], [0.6435, -0.3892, -1.9384], [-0.1547, 1.2543, 1.0041], [1.5240, 0.9273, 1.0485], [-0.3772, -1.9604, 0.0156], [-2.1120, 0.5779, 0.2853], [-1.7259, -0.4542, -1.7266], [-1.0476, 1.1834, -1.8292], [-0.3265, 2.2884, 0.6532], [-0.4780, 1.2089, 2.0722]]
}



It is x that is the most stable of them.